Entry 1:
The following is a DFT calculation (wB97M-V/def2-TZVPD) of an isolated molecule of C2H5N3S2.

- energy above the lowest of the compared OMol25 structures with the same formula, charge and spin (kcal per mole) = 130.5
- E_LUMO (spin up / spin down) (Ha) = -0.021 / -0.021
- HOMO energy (spin up / spin down) (eV) = -7.70 / -7.70

Geometry as XYZ:
```
12
Properties=species:S:1:pos:R:3:forces:R:3:lowdin_charge:R:1
C 0.613 -0.839 -1.097 -1.8 -1.0 0.7 -0.369
C -0.835 -1.324 -0.595 0.1 0.3 -0.2 -0.454
N 1.401 -0.327 -0.332 0.3 1.1 1.4 0.102
N 0.081 -0.213 1.399 0.3 -0.5 -2.5 -0.871
N 0.026 1.951 2.707 -0.4 0.5 -2.8 -0.341
S -0.590 -1.698 1.157 -0.7 0.5 -1.3 0.816
S 0.782 0.435 2.619 1.0 0.3 1.9 0.773
H 0.676 -1.091 -2.132 0.7 0.0 -0.9 0.091
H -1.467 -0.393 -0.940 0.5 -2.2 1.1 0.119
H -1.032 -2.316 -1.067 -0.4 1.0 0.0 0.063
H -0.457 2.103 3.565 -0.8 -0.1 0.4 -0.005
H -0.587 2.020 1.817 1.2 0.1 2.2 0.076
```
Positions in Å, forces in eV/Å.


Entry 2:
The following is a DFT calculation (wB97M-V/def2-TZVPD) of a cluster of 10 separate species, C18H29Cl27NOS in total.

- E_LUMO (Ha) = -0.093
- charge = +1
- HOMO energy (eV) = -12.61

Geometry as XYZ:
```
77
Properties=species:S:1:pos:R:3:forces:R:3:lowdin_charge:R:1
C 1.592 -3.585 -0.767 0.5 0.1 0.4 -0.109
C 1.446 -2.900 0.597 -0.5 0.3 -0.3 -0.249
C 1.810 -1.400 0.622 0.5 -0.3 -0.3 -0.458
C 3.020 -1.020 -0.220 0.2 -0.1 0.2 -0.100
S 0.301 -0.419 0.283 -0.4 -0.1 0.5 1.184
C 0.756 1.064 -0.692 -0.2 0.3 0.1 -0.370
O -0.393 1.823 -0.810 0.1 -0.1 -0.1 -0.201
C -0.664 2.586 0.367 -0.4 0.2 0.2 -0.111
N -0.618 -1.346 -0.804 0.6 0.3 0.1 -0.130
C -1.783 -1.671 -0.366 0.0 -0.1 -0.2 -0.409
C -2.430 -1.215 0.914 -0.4 -0.1 -0.3 -0.064
C -2.568 -2.576 -1.260 -0.4 0.3 0.2 -0.077
H 0.816 -4.336 -0.886 0.0 -0.1 -0.1 0.060
H 1.542 -2.883 -1.595 -0.2 -0.1 0.1 -0.002
H 2.564 -4.073 -0.825 0.0 -0.1 -0.1 0.089
H 2.037 -3.383 1.372 0.1 -0.1 0.0 0.121
H 0.405 -2.998 0.910 0.0 -0.1 0.2 0.053
H 2.037 -1.141 1.656 -0.3 0.3 0.1 0.115
H 3.157 0.052 -0.341 0.0 0.1 0.0 0.060
H 3.042 -1.503 -1.191 -0.1 0.1 -0.1 0.058
H 3.901 -1.368 0.323 0.1 -0.1 -0.1 0.090
H 1.144 0.793 -1.671 -0.1 -0.2 0.0 0.124
H 1.502 1.585 -0.088 0.2 -0.2 0.0 0.051
H 0.035 3.416 0.484 0.1 0.0 -0.1 0.070
H -1.673 2.976 0.273 0.0 0.1 -0.1 0.101
H -0.634 1.977 1.274 0.1 -0.1 -0.1 0.020
H -3.440 -1.607 0.945 -0.1 0.0 0.1 0.053
H -1.919 -1.575 1.803 0.2 0.2 0.0 0.066
H -2.524 -0.128 0.914 0.3 0.1 0.2 0.091
H -2.294 -3.616 -1.074 0.1 0.0 0.0 0.084
H -3.621 -2.465 -1.021 -0.1 -0.2 -0.1 0.029
H -2.415 -2.330 -2.307 0.1 -0.1 0.0 0.039
C 0.290 -3.538 -5.094 0.1 -0.1 0.0 -1.528
Cl 0.014 -5.262 -4.860 0.0 0.0 0.0 0.540
Cl -0.027 -2.654 -3.594 -0.1 0.1 -0.3 0.579
Cl 1.930 -3.229 -5.659 0.0 0.0 0.0 0.540
H -0.401 -3.184 -5.848 0.0 0.0 0.0 0.014
C 0.728 3.445 3.926 0.0 0.1 -0.1 -1.503
Cl 0.336 1.718 3.812 0.0 0.0 0.1 0.533
Cl 2.207 3.798 3.030 0.0 0.0 0.1 0.526
Cl -0.612 4.429 3.343 0.1 -0.1 0.1 0.537
H 0.898 3.679 4.969 0.0 0.0 0.0 0.019
C 3.125 3.854 -1.964 0.1 0.1 -0.1 -1.533
Cl 3.143 3.655 -0.202 0.0 0.0 -0.1 0.530
Cl 3.721 5.441 -2.416 0.0 0.0 0.0 0.565
Cl 4.057 2.574 -2.742 -0.1 -0.1 0.0 0.542
H 2.099 3.766 -2.299 0.0 0.0 0.0 0.014
C -2.052 -5.258 2.377 0.0 0.0 -0.1 -1.497
Cl -1.337 -5.985 0.942 0.0 0.0 0.0 0.562
Cl -0.840 -4.330 3.273 0.0 0.0 0.0 0.558
Cl -3.412 -4.222 1.943 -0.1 -0.2 0.1 0.590
H -2.413 -6.049 3.023 0.0 0.0 0.0 0.021
C -6.273 -2.223 -3.326 0.0 -0.1 0.1 -1.534
Cl -7.700 -2.825 -2.494 0.0 0.0 0.0 0.548
Cl -5.483 -0.955 -2.376 -0.1 0.1 -0.1 0.535
Cl -5.145 -3.535 -3.675 0.0 0.0 0.0 0.539
H -6.584 -1.787 -4.266 0.0 0.0 0.0 0.015
C 6.896 0.166 -1.997 0.1 0.0 0.0 -1.554
Cl 6.921 -0.107 -0.253 0.0 0.0 0.0 0.531
Cl 8.375 -0.409 -2.750 0.0 0.0 0.0 0.558
Cl 5.478 -0.605 -2.722 0.0 0.0 -0.1 0.515
H 6.818 1.232 -2.167 0.0 0.0 0.0 -0.007
C 0.103 -5.755 6.637 0.0 0.0 0.1 -1.582
Cl 0.066 -7.336 5.853 0.0 0.0 -0.1 0.519
Cl -1.062 -5.679 7.957 0.0 0.0 0.0 0.536
Cl 1.728 -5.369 7.201 0.0 0.0 0.0 0.532
H -0.180 -5.014 5.902 0.0 0.0 0.0 -0.053
C -3.351 7.311 2.153 0.0 0.0 0.0 -1.543
Cl -3.739 5.643 2.603 0.0 0.0 0.0 0.498
Cl -3.612 8.401 3.506 0.0 0.0 0.0 0.551
Cl -1.697 7.429 1.551 0.0 -0.1 0.0 0.498
H -4.018 7.601 1.351 0.0 0.0 0.0 0.013
C -0.722 8.835 -2.299 0.0 0.0 0.0 -1.563
Cl 0.597 7.658 -2.305 0.0 -0.1 0.0 0.496
Cl -0.701 9.784 -0.815 0.0 0.1 -0.1 0.514
Cl -0.646 9.870 -3.719 0.0 0.0 0.0 0.542
H -1.654 8.286 -2.332 0.0 0.0 0.0 0.009
```
Positions in Å, forces in eV/Å.


Entry 3:
The following is a DFT calculation (wB97M-V/def2-TZVPD) of a structure of composition C3H9N3O2.

- energy above the lowest of the compared OMol25 structures with the same formula, charge and spin (kcal per mole) = 164.8
- E_LUMO (spin up / spin down) (Ha) = -0.018 / -0.018
- HOMO energy (spin up / spin down) (eV) = -7.02 / -7.02

Geometry as XYZ:
```
17
Properties=species:S:1:pos:R:3:forces:R:3:lowdin_charge:R:1
C -1.235 0.649 -0.634 0.4 -1.0 1.4 -0.337
C 1.545 -0.300 -0.837 0.8 -1.2 1.2 0.059
N 1.032 -0.834 0.219 0.3 1.9 -1.1 -0.127
N 1.543 -0.438 1.449 0.4 0.0 -0.1 0.073
C -0.668 -1.116 0.151 -2.0 2.2 -1.6 -0.323
O -0.625 1.576 0.279 -0.2 -0.3 -0.7 -0.074
O -1.111 1.070 -1.978 0.5 -0.5 0.7 -0.033
N -1.271 -1.331 1.251 0.7 -0.9 0.9 -0.009
H -1.049 2.441 0.175 0.1 -0.2 0.0 0.091
H -0.169 1.077 -2.194 -0.1 0.2 -0.1 0.062
H -2.313 0.565 -0.463 0.2 -0.1 0.1 0.118
H 1.206 -1.058 2.175 -0.3 -0.1 -0.2 0.088
H 1.284 0.525 1.667 -0.1 -0.3 -0.3 0.100
H -0.980 -0.725 2.015 -0.5 0.4 -0.2 0.016
H 2.463 0.274 -0.781 -0.1 0.1 0.1 0.101
H 1.157 -0.597 -1.797 -0.4 0.1 -0.1 0.096
H -0.809 -1.777 -0.698 0.2 -0.3 0.0 0.099
```
Positions in Å, forces in eV/Å.


Entry 4:
The following is a DFT calculation (wB97M-V/def2-TZVPD) of a structure of composition C27H33BrINOSW.

- energy above the lowest of the compared OMol25 structures with the same formula, charge and spin (kcal per mole) = 25.6
- E_LUMO (spin up / spin down) (Ha) = -0.040 / -0.034
- HOMO energy (spin up / spin down) (eV) = -7.92 / -8.35
- multiplicity = 3

Geometry as XYZ:
```
66
Properties=species:S:1:pos:R:3:forces:R:3:lowdin_spin:R:1
W 0.422 1.405 -0.138 2.5 2.5 -0.8 0.970
C 3.253 0.649 -1.859 -0.1 -0.2 -0.3 0.005
N 2.857 1.276 -0.590 -0.2 -0.2 0.2 0.010
C 3.468 2.618 -0.558 0.1 0.5 0.1 -0.001
C 3.442 0.518 0.537 0.0 -0.2 0.5 0.004
C 2.813 0.993 1.822 -0.1 -0.1 -0.6 0.008
C 3.557 0.974 2.990 -0.1 0.0 -0.1 0.001
C 2.991 1.377 4.184 0.0 0.0 0.0 0.002
C 1.679 1.812 4.188 -0.1 0.0 0.0 -0.001
C 0.949 1.851 3.008 -0.4 0.1 -0.2 0.006
C 1.474 1.442 1.773 0.0 -0.1 0.2 0.018
H 4.345 0.583 -1.932 0.0 0.1 0.1 0.000
H 2.884 1.246 -2.692 0.0 0.0 0.0 0.001
H 2.852 -0.360 -1.943 -0.1 0.1 0.1 0.000
H 4.561 2.534 -0.592 0.0 -0.1 0.0 0.000
H 3.179 3.137 0.359 0.1 -0.1 -0.2 0.000
H 3.124 3.200 -1.415 0.1 -0.1 0.2 -0.001
H 4.535 0.647 0.566 -0.2 0.1 -0.1 0.000
H 3.253 -0.555 0.419 -0.1 0.2 -0.2 0.000
H 4.582 0.633 2.960 0.1 0.0 0.0 0.000
H 3.567 1.356 5.097 0.1 0.0 0.1 0.000
H 1.224 2.129 5.114 -0.1 0.1 0.1 0.000
H -0.067 2.226 3.064 0.0 -0.1 -0.1 0.001
S 0.571 3.500 -0.895 -0.2 -2.2 1.0 -0.099
Br 2.939 -3.485 2.010 -0.1 -0.1 -0.1 0.027
C 2.049 -4.715 0.845 0.3 0.3 0.4 0.077
C 2.105 -6.072 1.141 -0.1 0.2 -0.1 0.026
C 1.495 -6.964 0.277 0.0 -0.2 0.0 -0.020
C 0.842 -6.520 -0.861 0.0 0.1 0.0 0.029
C 0.777 -5.155 -1.132 -0.2 0.1 -0.3 0.078
C 1.386 -4.291 -0.268 0.2 -0.3 0.3 0.640
I 0.598 -1.388 -0.343 0.1 0.2 0.0 0.097
H 2.615 -6.410 2.031 0.1 0.0 0.0 0.006
H 1.529 -8.020 0.501 0.0 -0.1 0.0 -0.001
H 0.376 -7.223 -1.535 0.0 0.0 0.0 0.005
H 0.257 -4.787 -2.002 -0.1 0.0 -0.2 0.011
C -2.437 2.848 1.825 0.1 -0.2 -0.1 0.011
C -3.106 1.472 1.722 0.2 0.0 0.0 0.001
C -2.208 0.342 2.233 0.1 0.2 0.0 0.005
C -3.568 1.228 0.302 0.4 0.0 0.1 0.001
C -4.925 1.174 0.039 0.0 0.0 -0.1 0.000
C -5.399 0.994 -1.247 0.0 0.0 0.0 -0.001
C -4.495 0.874 -2.283 -0.1 0.0 0.1 0.000
C -3.121 0.909 -2.073 0.5 0.1 0.2 -0.001
C -2.239 0.660 -3.278 0.2 -0.2 0.1 0.001
C -0.941 1.464 -3.361 0.0 -0.1 0.2 0.015
C -1.968 -0.846 -3.372 -0.1 0.1 -0.1 0.000
C -2.646 1.085 -0.757 -1.9 -0.1 -0.2 0.006
O -1.341 1.116 -0.488 -0.2 -0.1 0.2 0.034
H -2.236 3.098 2.866 0.1 0.0 0.1 0.000
H -3.101 3.607 1.416 0.0 0.1 0.0 0.000
H -1.490 2.883 1.260 -0.4 0.1 0.3 0.010
H -3.999 1.490 2.360 0.0 0.0 -0.2 0.000
H -1.216 0.377 1.762 -0.3 -0.2 0.3 0.004
H -2.664 -0.624 2.016 0.1 -0.1 0.0 0.000
H -2.067 0.423 3.310 0.1 0.0 0.1 0.000
H -5.615 1.282 0.862 -0.1 0.0 0.1 0.000
H -6.463 0.960 -1.433 0.0 0.0 -0.1 0.000
H -4.858 0.746 -3.294 0.0 0.0 -0.1 0.000
H -2.836 0.946 -4.151 0.0 0.0 0.1 0.000
H -0.187 1.144 -2.613 -0.4 0.1 -0.6 0.013
H -1.138 2.527 -3.222 0.1 0.0 0.1 -0.001
H -0.503 1.323 -4.348 0.1 0.0 -0.1 0.001
H -1.469 -1.208 -2.477 0.1 0.0 0.1 0.000
H -1.340 -1.066 -4.232 0.1 -0.1 -0.1 0.000
H -2.906 -1.387 -3.476 -0.1 -0.1 0.0 0.000
```
Positions in Å, forces in eV/Å.


no.,DFT total energy (eV)
1,-28291.011
2,-371606.893
3,-11816.914
4,-122875.014